The following is a DFT calculation (wB97M-V/def2-TZVPD) of a molecular structure, C34H88F6N9O12PbS2 at a distorted geometry.

Summary:
Multiplicity = 2
E_tot = -117876.2080 eV
E_LUMO (spin up / spin down) = 0.41 / 0.36 eV
ΔE to the lowest compared entry with this formula, charge and spin = 41.03 kcal per mole
HOMO (spin up / spin down) = -0.1459 / -0.3055 hartree
M = 1200.5 g mol⁻¹
<S²> = 0.75

Geometry as XYZ:
```
152
Properties=species:S:1:pos:R:3:forces:R:3:mulliken_spin:R:1
Pb -1.641817 0.111008 2.818828 -0.624 -0.988 2.223 1.366
S -0.048507 -0.746022 -0.082692 -0.197 -1.484 0.832 -0.031
S -2.184487 0.424028 -0.964102 -2.427 -0.400 -3.187 0.031
F 2.091823 0.008298 -1.526872 -1.013 0.284 -0.619 -0.001
F 0.847303 1.767308 -0.976852 0.674 -1.452 0.821 0.004
F -2.463417 2.796828 0.289578 -1.044 -0.274 0.176 0.001
F -3.014917 2.980708 -1.781172 0.094 -1.285 0.876 -0.001
F 2.225943 0.702568 0.404398 -0.756 0.910 1.244 0.005
F -4.416937 1.977728 -0.500462 0.255 0.058 0.832 -0.001
O 1.037993 -5.506242 3.157538 -0.316 0.140 1.257 -0.001
O 0.469063 -1.357442 1.173458 -0.919 1.532 -2.075 -0.014
O -3.159457 -0.668992 -1.023192 0.160 1.422 0.278 0.018
O -0.277597 -1.717872 -1.198852 0.585 2.897 2.607 -0.005
O -7.843487 -4.175552 -3.133442 -0.312 -0.865 0.917 0.000
O 4.719333 7.832328 0.375668 -1.657 -1.684 2.356 0.000
O 1.324593 4.657208 -3.372872 1.063 0.735 -1.271 0.000
O -1.462907 0.627988 -2.210722 -0.272 0.537 1.037 0.020
O -4.053137 0.320558 2.438888 -1.576 -1.235 -1.026 -0.224
O 1.736953 -2.824142 -3.492732 -0.745 0.713 -0.528 0.000
O 5.219483 -0.550882 4.136818 -0.530 -0.154 -0.559 -0.001
O 0.601153 0.588448 3.624698 2.651 1.924 1.270 -0.390
N -1.373147 0.292868 0.362028 3.707 -1.439 -2.099 0.101
N -1.399597 2.777558 3.124278 -1.275 0.180 0.022 -0.045
N 2.072423 7.190048 -6.018282 -0.886 0.203 -1.575 0.000
N -2.641737 -2.025212 1.710628 1.578 1.785 -1.931 -0.086
N 0.695653 -4.476072 -1.498572 0.218 -0.335 -0.766 -0.001
N -5.864467 -1.469872 -1.930102 0.830 1.171 -0.959 0.000
N 2.616543 6.241318 0.934888 -1.499 0.723 1.190 0.000
N -0.833337 -4.244132 1.158858 -0.436 -1.065 0.287 0.006
N 5.700983 -2.912282 1.443078 1.283 -1.688 -0.598 0.000
C 1.344693 0.576158 -0.563532 0.216 -1.037 -1.385 0.027
C 4.586203 6.613218 -0.325632 1.458 -1.361 0.474 0.000
C -0.006417 2.905748 2.741078 0.839 0.641 2.196 0.115
C 0.260803 -4.694782 -2.895532 -1.490 -0.528 -0.800 0.000
C -8.938917 -4.969192 -2.671502 -0.027 0.943 -1.104 0.000
C 4.436593 -1.051642 1.342748 -0.538 1.775 0.281 0.000
C 1.995783 -4.522102 2.756028 -0.028 -1.469 -1.468 0.005
C 0.504443 -3.460722 -3.760522 -0.541 -0.804 -0.457 0.000
C 5.679643 -1.584952 1.958648 -1.648 -0.831 1.122 0.000
C -4.989087 1.379698 2.813028 1.739 -1.738 -0.260 0.023
C 3.590993 6.146748 -4.628862 1.482 -1.003 2.004 0.000
C 5.568393 -0.455982 5.497278 1.723 0.619 -0.947 0.000
C -4.095977 -3.383002 2.922518 -1.260 0.554 1.797 -0.015
C -1.998167 -6.313492 0.981428 0.272 -0.908 -0.731 0.000
C 5.489823 -1.791292 3.465848 -0.014 1.364 0.875 0.000
C 3.228333 4.443008 -0.627102 1.814 1.427 1.383 0.000
C -3.125377 2.149048 -0.692052 1.421 0.043 -1.584 0.017
C 5.311513 8.854258 -0.309942 -0.305 0.256 -0.519 0.000
C 0.124763 4.242948 -2.856812 -1.941 -0.734 0.420 0.000
C 0.922483 2.034008 3.710528 -0.899 -0.214 -1.850 0.004
C 0.315523 -6.264892 2.211008 -1.266 1.510 -1.142 0.001
C 0.333283 4.399258 2.976048 0.986 -0.430 -0.857 0.001
C -6.060567 -2.713692 -2.697482 -0.707 2.544 1.399 0.000
C -4.881237 -3.576212 -2.365292 -0.288 -2.230 -0.521 0.000
C -7.500217 -3.064832 -2.329272 1.275 -1.354 -0.732 0.000
C 1.727623 -1.642832 -4.268962 0.571 1.161 -0.419 0.001
C 1.734173 -0.192232 4.136918 -0.579 0.287 0.462 0.044
C -1.022457 -5.554212 1.856958 0.045 1.313 0.511 -0.004
C 3.731863 5.504978 0.432868 -1.287 1.220 -1.505 0.000
C -1.273257 -5.094722 -3.016612 0.580 0.044 0.404 0.001
C 2.258413 5.993908 -5.241912 -0.938 0.396 0.125 0.000
C -4.818227 -0.931582 2.347848 0.772 -0.103 -0.475 0.026
C 1.052883 5.719928 -4.329372 0.515 -0.078 1.124 0.000
C -4.011247 -2.213972 1.931628 -1.239 -2.261 1.540 -0.067
H 4.765973 8.836188 -1.253432 0.850 0.695 -0.828 0.000
H -4.382227 -2.603082 0.983438 -0.977 0.318 -0.024 -0.005
H 2.683773 -5.025512 2.076808 0.773 -0.237 0.276 0.000
H 2.988463 7.160428 1.127258 -0.589 0.366 0.396 0.000
H 2.252913 -0.648652 3.293898 -0.241 -0.336 0.267 -0.026
H 3.656363 5.345928 -3.892302 0.709 0.225 0.478 0.000
H 5.479773 0.618238 5.659418 -0.255 -0.196 0.783 0.000
H 0.838193 2.447038 4.715718 -0.298 -0.390 0.282 0.005
H 1.964813 2.146378 3.412158 0.005 0.128 -0.169 -0.002
H 2.090443 8.036878 -5.468132 0.099 -0.031 0.295 0.000
H -1.845807 3.496228 2.572448 -0.590 -0.345 -1.004 0.006
H 6.414443 -2.211192 3.861888 0.028 -0.359 0.264 0.000
H 4.183103 6.797078 -1.321532 -0.387 -0.052 -0.156 0.000
H 0.916653 -6.355522 1.306278 0.036 -0.474 -0.234 0.000
H 0.679203 6.485478 -3.649372 0.559 1.097 -0.341 0.000
H 3.791283 7.137098 -4.219972 -0.898 0.088 0.883 0.000
H 0.771213 -3.474442 -1.393002 -0.606 0.440 0.242 -0.001
H 0.193503 5.567298 -4.982262 -0.045 -0.779 -0.120 0.000
H 2.216833 5.181168 -5.967052 0.315 -0.267 0.067 0.000
H 6.634233 -0.682462 5.525438 0.425 0.052 0.408 0.000
H 2.517513 -4.134772 3.631168 -0.312 -0.061 -0.120 -0.001
H -8.153607 -2.224892 -2.565272 0.017 0.179 0.194 0.000
H -4.862147 -1.371032 -1.854732 -0.066 0.693 0.278 0.000
H -9.779267 -4.301962 -2.479912 -0.347 -0.037 -0.006 0.000
H 2.528723 4.953328 -1.289082 0.060 -0.259 -0.077 0.000
H 5.296013 -2.976202 0.520028 0.142 0.002 -0.058 0.000
H -3.646697 -3.076562 3.867158 0.476 0.232 0.034 0.008
H -0.568187 5.066878 -2.686292 -0.199 0.428 -0.314 0.000
H -0.384187 -2.834762 -3.679262 0.218 0.820 0.586 -0.001
H 2.692773 -1.136902 -4.244062 0.076 -0.188 0.493 0.000
H 0.128183 2.617748 1.698468 -0.063 -0.117 0.055 -0.051
H 5.146903 -1.100072 6.269018 -0.941 -0.048 -0.360 0.000
H -0.423397 5.151528 2.753278 -0.544 -0.512 -0.670 0.000
H -5.087727 -4.576282 -2.746512 0.154 -0.388 0.001 0.000
H 2.461533 0.352668 4.738688 0.057 0.948 -0.567 0.009
H -1.525637 -5.963932 -2.409252 0.273 0.282 0.755 0.000
H -2.638657 -7.079472 1.418658 0.289 0.023 0.609 0.000
H -5.539267 -0.879372 1.532078 -0.341 0.728 0.136 0.016
H -3.937867 -3.299772 -2.836182 -0.251 0.569 -0.134 0.000
H 1.379853 -0.831732 4.945378 -0.454 -0.803 -0.735 0.026
H -0.578697 -4.564362 0.235438 0.155 0.526 -0.714 -0.002
H -5.111917 -3.579542 3.265078 -0.374 -0.167 -0.386 0.003
H 0.116183 3.777528 -1.871212 0.984 -0.226 -0.085 0.000
H 1.526813 -1.735592 -5.336282 0.066 -1.070 -0.324 0.000
H -4.303177 2.226808 2.806108 -0.839 0.471 0.163 0.005
H 4.182303 4.277938 -1.127902 -0.358 -0.862 -0.686 0.000
H -4.666567 -3.682952 -1.301992 -0.325 0.197 0.161 0.000
H -2.687087 -5.645452 0.464498 0.214 0.219 0.012 0.000
H 4.147293 -0.163032 1.903798 0.021 0.486 -0.554 0.000
H 1.816633 6.340648 0.326298 0.183 -0.078 -0.366 0.000
H 6.530713 -0.943052 1.731168 0.176 0.002 0.091 0.000
H -0.042857 -3.693602 1.462458 -0.009 -0.127 0.410 0.003
H -2.111777 -2.873002 1.567538 0.387 -1.271 1.099 0.017
H 5.605043 6.243128 -0.440002 0.293 -0.346 -0.417 0.000
H -0.332417 3.542898 -3.556122 -0.398 -0.135 0.074 0.000
H -1.404557 -6.838542 0.233078 -0.124 -0.031 -0.459 0.000
H 3.559133 -1.693282 1.423168 0.274 -0.491 -0.049 0.000
H 4.610863 -2.386422 3.713548 0.269 -0.752 -0.553 0.000
H -5.318847 1.049758 3.798168 -0.397 0.809 0.182 -0.007
H -9.152957 -5.583802 -3.545892 -0.300 -0.266 0.340 0.000
H -3.640557 -4.346922 2.695458 0.084 0.317 -0.794 0.010
H 4.681683 -0.859012 0.298268 -0.523 0.368 -0.094 0.000
H 0.953933 -0.918452 -4.014452 -0.129 -0.055 0.869 0.000
H 4.505663 6.146678 -5.221722 -0.390 -0.913 -1.002 0.000
H 6.387043 8.678058 -0.326642 0.198 0.305 -0.695 0.000
H 2.814373 3.535198 -0.188222 0.102 0.142 -0.046 0.000
H -5.339437 -0.995732 3.303008 -0.011 -0.554 0.064 0.025
H 0.497623 4.632018 4.028148 0.772 -0.321 0.063 0.001
H -6.246327 -1.380572 -0.999352 -0.231 -0.632 -0.011 0.000
H -0.091937 -7.209692 2.570768 1.137 -0.350 0.612 0.000
H 1.683733 -4.681962 -1.461222 0.288 -0.646 0.005 0.000
H 1.154773 4.596128 2.287208 0.491 0.722 0.717 -0.001
H -1.541527 3.283298 3.986948 0.405 -0.487 1.056 0.016
H 4.144543 5.128278 1.368758 1.065 -0.481 -0.626 0.000
H -7.471597 -3.269852 -1.259112 -0.536 -0.329 0.263 0.000
H -5.788887 1.352768 2.072958 -0.051 0.630 0.130 0.002
H -1.599347 -5.507532 -3.971252 0.535 0.582 -0.635 0.000
H 5.092843 9.795678 0.194048 0.097 -0.045 0.085 0.000
H -1.926857 -4.256462 -2.775342 -0.005 -0.053 0.195 0.000
H 6.624943 -3.319402 1.417368 0.073 -0.188 -0.039 0.000
H 1.649683 -3.757672 2.060348 -0.550 0.543 0.685 0.001
H 2.946833 7.132338 -6.520452 -0.126 1.067 -0.783 0.000
H 0.718833 -5.550852 -3.390962 0.784 -0.056 0.581 0.000
H -6.089917 -2.429822 -3.749472 0.272 -0.194 -0.170 0.000
H -8.807717 -5.577982 -1.776932 0.649 0.009 0.061 0.000
H -2.723077 -1.894182 0.712468 1.032 1.497 -0.704 0.013
H 0.492953 -3.702512 -4.823302 0.045 -0.525 -0.257 0.000
H -1.521757 -5.415592 2.815908 0.140 0.449 0.277 0.001
```
Positions in Å, forces in eV/Å.